[1]
The following is a DFT calculation (ωB97M-V/def2-TZVPD) of a structure of composition C29H22Cl2F5N2O6PS2Zr in a non-equilibrium geometry.

The multiplicity is 1. The calculation puts the molar mass at 846.7 g/mol. The value obtained for the HOMO-LUMO gap is 8.27 eV.

Each line ends with the Löwdin charge.
CARTESIAN COORDINATES (ANGSTROEM)
O1 4.1520 -1.7374 1.0659  -0.24
C1 3.3333 1.1566 3.1824  -0.13
C2 -3.6635 -1.6991 -0.1758  -0.06
C3 0.1743 -0.7027 3.9260  -0.11
C4 -1.2213 -0.0919 -3.5199  -0.08
O2 1.6986 -1.5185 1.3738  -0.38
C5 -1.3280 -1.7500 -0.7644  -0.36
F1 -3.6275 2.2157 -0.8069  0.08
C6 -1.2857 -3.1059 -0.4597  -0.07
C7 3.5667 -3.1266 -1.3935  -0.04
Cl1 2.4632 3.0146 -0.8596  0.57
H1 1.8979 0.8533 -2.6035  0.07
H2 4.0839 -4.5866 -2.8678  0.11
S1 2.8972 -1.3324 0.5296  0.53
H3 1.9522 -4.3357 -4.1080  0.11
F2 -5.6966 2.3909 0.8983  0.13
O3 -0.7512 -0.2412 1.7923  -0.28
C8 -0.8320 -1.0539 2.8446  -0.57
H4 3.8713 1.6178 4.0113  0.13
N1 2.5192 2.1060 2.3928  -0.08
H5 0.2584 -2.7209 -3.3413  0.12
H6 3.0783 2.7538 1.8482  0.04
H7 -0.3019 1.8628 -6.1297  0.10
H8 0.6774 -1.6072 4.2679  0.13
C9 2.5975 -2.2325 -0.9656  -0.26
H9 2.1083 5.3180 -1.2343  0.03
C10 -2.9377 2.5439 3.2183  -0.14
C11 1.1820 -2.8389 -2.7880  -0.06
C12 3.3341 -3.8847 -2.5289  -0.05
H10 -2.5477 0.0198 -0.7954  0.08
O4 2.8294 0.1422 0.2132  -0.51
H11 -2.1978 0.4926 -5.3334  0.11
O5 -1.6132 -1.9632 2.9340  0.11
H12 4.0539 0.6659 2.5291  0.11
C13 -2.0609 2.3474 0.9552  -0.51
F3 -2.7103 2.6413 4.5282  0.13
H13 1.9506 2.6569 3.0305  0.09
H14 -0.3577 -3.6577 -0.5436  0.11
H15 4.4829 -3.2242 -0.8273  0.12
C14 -4.4492 2.4172 1.3702  -0.14
C15 1.3952 -2.0683 -1.6485  -0.32
P1 0.1707 -0.8064 -1.1303  1.05
C16 2.4029 0.1127 3.8043  -0.57
C17 -0.0739 0.0138 -2.7422  -0.38
Cl2 1.6914 5.0693 1.0696  0.55
C18 -4.2345 2.5236 2.7332  -0.13
C19 -3.3756 2.3309 0.5016  -0.24
C20 0.9175 1.4418 -4.4154  -0.08
S2 -0.7027 2.2109 -0.1225  0.65
C21 -2.5215 -1.0454 -0.6026  -0.11
C22 -1.2999 0.5762 -4.7350  -0.07
H16 -2.3882 -4.8065 0.2238  0.11
F4 -0.6292 2.4624 2.8143  0.03
N2 1.1189 0.2692 3.4057  -0.14
C23 -3.6202 -3.0559 0.1140  -0.07
H17 0.5829 4.4143 -0.8865  -0.03
C24 0.9957 0.7813 -3.2010  -0.12
C25 -1.8901 2.4580 2.3280  -0.24
O6 2.8561 -0.7149 4.5741  0.07
H18 -4.5092 -3.5623 0.4659  0.11
H19 -4.5849 -1.1434 -0.0540  0.11
F5 -5.2652 2.6040 3.5715  0.13
H20 1.7557 2.0321 -4.7628  0.11
C26 -2.4322 -3.7544 -0.0245  -0.07
C27 2.1391 -3.7430 -3.2221  -0.05
H21 -0.3864 -0.3001 4.7758  0.14
Zr1 0.9715 0.6826 1.2932  1.58
H22 -2.0526 -0.6965 -3.1855  0.10
C28 1.6243 4.5647 -0.6255  -0.98
C29 -0.2360 1.3439 -5.1822  -0.08

=====

[2]
The following is a DFT calculation (ωB97M-V/def2-TZVPD) of a structure of composition C29H22CrN7O7S3.

Its total charge is -1. The expectation value of S² is 6.034. The multiplicity is 5. The calculation puts the molar mass at 728.7 g/mol. The value obtained for the HOMO-LUMO gap (spin up / spin down) is 4.92 / 5.22 eV.

Each line ends with the Löwdin charge.
CARTESIAN COORDINATES (ANGSTROEM)
S1 -0.1041 1.2665 4.1402  0.44
C1 2.9615 -2.0526 -1.1027  -0.01
C2 -5.0657 0.6703 0.2308  0.05
O1 -1.3360 -0.4508 -2.6520  -0.15
C3 -5.5908 0.5085 -1.0045  -0.30
C4 2.6320 1.2436 1.1236  -0.02
N1 -0.5041 -1.7509 2.2422  0.23
H1 2.9449 1.6837 3.1790  0.10
O2 -3.0149 -1.2028 -3.9209  0.07
C5 -3.7495 0.1952 0.5290  -0.14
H2 -5.1570 -0.2016 -3.0492  0.12
H3 5.4419 1.5903 4.0863  0.08
C6 -1.1947 2.5257 0.3977  -0.31
H4 6.6773 2.2387 3.0008  0.07
N2 -1.3760 2.3447 -3.1462  0.13
C7 5.6134 2.2546 3.2386  -0.06
N3 -0.6327 -2.2002 -0.6618  0.03
O3 -6.8716 0.9230 -1.2560  0.05
N4 -1.1717 1.8895 -0.8490  -0.01
H5 -2.5976 -2.6581 -0.3793  0.12
N5 -0.6169 0.3040 1.2000  -0.01
O4 -2.3852 -0.6175 2.4460  0.11
C8 -1.6016 -3.0664 -0.4991  -0.09
H6 -1.4534 4.5840 1.1029  0.07
H7 -7.0744 0.7389 -2.1777  0.10
N6 -2.9370 -0.2690 -0.5133  0.04
O5 -4.0965 0.7947 2.7798  0.09
C9 5.3409 1.7469 0.7846  -0.05
H8 1.5724 1.0642 1.2626  0.09
H9 5.0046 1.3183 -1.2992  0.11
H10 -1.0882 3.0342 -3.8182  0.10
C10 3.2126 1.1539 -0.1355  -0.28
H11 2.5937 -5.4346 -0.7587  0.10
H12 -0.8257 3.2099 2.9074  0.05
C11 3.2856 -3.4198 -0.9923  -0.07
O6 3.1291 0.3644 -2.5912  -0.31
C12 3.4194 1.5902 2.2082  -0.02
C13 -1.3644 -4.4532 -0.4468  -0.03
C14 -3.5141 -0.3762 -1.7385  -0.21
H13 -2.1976 -5.1289 -0.3173  0.11
Cr1 -0.8646 -0.1364 -0.7770  0.88
C15 -1.3437 2.7180 -1.8453  -0.70
H14 -1.0113 -2.5641 2.5418  0.12
C16 1.6547 -1.6146 -1.0338  -0.23
C17 4.7793 1.8481 2.0539  -0.27
C18 4.5671 1.4023 -0.3142  -0.06
H15 0.4574 -1.8261 1.9621  0.12
C19 -0.0805 -4.8981 -0.5477  0.00
C20 -1.4112 3.8604 0.3100  -0.35
H16 0.1444 -5.9571 -0.4938  0.12
S2 2.2295 0.8470 -1.5710  0.62
C21 -0.9131 1.6766 1.5381  -0.36
C22 2.3366 -4.3857 -0.8232  -0.06
H17 -1.1004 1.3867 -3.3357  0.08
H18 -5.6431 1.1103 1.0292  0.13
C23 -1.1703 -0.6269 1.9550  -0.55
O7 1.4817 2.0421 -1.8434  -0.28
C24 -3.4333 0.2541 1.9257  -0.39
H19 5.3559 3.2644 3.5637  0.08
H20 6.3993 1.9426 0.6531  0.10
C25 0.9839 -3.9857 -0.7272  -0.15
H21 3.7602 -1.3482 -1.2756  0.09
H22 4.3294 -3.7009 -1.0591  0.11
C26 -2.5895 -0.7325 -2.8865  -0.57
C27 -0.6684 2.1378 2.7911  -0.63
S3 -1.5831 4.3383 -1.3467  1.05
C28 0.6590 -2.6193 -0.8071  -0.14
N7 1.1746 -0.3134 -1.1532  -0.17
C29 -4.8083 -0.0751 -2.0337  0.04

=====

[3]
The following is a DFT calculation (ωB97M-V/def2-TZVPD) of a structure of composition C29H22I2N5O6Ti.

The expectation value of S² is 0.760. The multiplicity is 2. The calculation puts the molar mass at 838.2 g/mol. The value obtained for the HOMO-LUMO gap (spin up / spin down) is 6.13 / 7.64 eV.

Each line ends with the Löwdin charge.
CARTESIAN COORDINATES (ANGSTROEM)
C1 -0.0781 -3.4288 1.9107  -0.14
O1 0.4686 2.6651 -0.6583  -0.17
N1 -0.6321 -2.0969 1.9673  -0.03
H1 -2.4549 -4.0847 -3.3599  0.08
H2 0.8153 6.8089 1.0121  0.10
H3 -3.0441 5.4747 -0.2136  0.11
C2 -1.6564 -2.4806 -2.1821  -0.64
C3 0.3376 0.8314 2.4284  -0.53
H4 -2.6852 -2.6092 2.2159  0.12
C4 -1.4393 4.0604 -0.4943  -0.08
C5 2.8846 0.5489 2.6263  0.02
H5 3.1018 0.3209 -3.3037  0.13
C6 0.1873 -4.9272 -0.1184  -0.03
C7 4.1026 0.4024 1.9088  -0.05
C8 0.5014 -3.7422 0.5368  -0.27
H6 1.7905 4.6203 0.3686  0.12
H7 -3.9619 4.0803 -1.6606  0.15
H8 2.4473 -2.2856 -1.6128  0.10
H9 0.4444 -6.0553 -1.9278  0.11
O2 3.5349 0.2923 -2.4384  0.13
C9 2.8668 0.4162 -0.1406  -0.18
C10 -2.9613 -3.6591 -0.0389  -0.12
C11 -1.5731 -1.8965 -0.9172  -0.38
C12 0.1834 6.0391 0.5885  -0.08
O3 1.3506 0.4984 -1.8715  -0.10
N2 -1.9125 1.7350 -1.2139  0.05
C13 4.1036 0.3502 0.5440  0.02
H10 5.0258 0.2678 -0.0141  0.12
C14 -2.9710 1.0921 -1.8184  -0.09
C15 1.5132 -4.1897 -1.9540  -0.08
N3 1.3048 -2.8229 0.0029  0.14
H11 -0.8397 -4.1928 2.1363  0.12
N4 1.7139 0.5062 0.5709  0.05
I1 -4.1423 -5.9700 -1.5835  0.86
H12 -2.9418 0.0390 -2.0312  0.09
H13 -0.4797 -5.6399 0.3502  0.11
C16 -2.0218 -1.9940 1.5791  -0.15
H14 5.0389 0.3529 2.4478  0.11
C17 1.7277 0.6088 1.9017  -0.17
C18 0.7377 4.8268 0.2344  0.01
C19 -2.3979 -3.6437 -2.3747  -0.24
C20 -0.0673 3.8185 -0.3105  -0.31
C21 -1.1805 6.2799 0.4188  -0.09
H15 -2.3307 -0.9534 1.6963  0.13
O4 -0.8817 -0.7820 -0.7046  -0.24
C22 0.6948 -5.1514 -1.3877  -0.06
C23 -3.0503 -4.2243 -1.3054  -0.75
H16 -0.4423 -1.5879 2.8156  0.10
O5 -0.4843 1.1482 1.4403  -0.11
H17 0.7064 -3.5433 2.6620  0.13
C24 1.7933 -3.0532 -1.2103  -0.14
I2 -0.7176 -1.6377 -3.8262  1.00
Ti1 -0.0493 0.8330 -0.4090  1.20
C25 -1.9797 5.2916 -0.1168  -0.04
N5 -3.4876 3.1972 -1.5974  0.12
H18 -1.6106 7.2259 0.7159  0.10
C26 -3.9558 1.9885 -2.0670  -0.06
C27 -2.2250 -2.5056 0.1746  -0.14
O6 0.0208 0.7026 3.5848  0.11
C28 2.5704 0.4194 -1.5155  -0.45
H19 1.9251 -4.3121 -2.9461  0.10
C29 -2.2509 3.0105 -1.0866  -0.24
H20 2.8492 0.6247 3.7026  0.12
H21 -4.9212 1.8892 -2.5269  0.11
H22 -3.4429 -4.1361 0.8053  0.10

=====

Question: Which formula does entry 3 have?
Answer: C29H22I2N5O6Ti

=====

Question: Number 3 is which compound?
Answer: C29H22I2N5O6Ti

=====

Question: The lowest multiplicity belongs to which entry?
Answer: C29H22Cl2F5N2O6PS2Zr

=====

Question: Among the records above, which one has the lowest multiplicity?
Answer: C29H22Cl2F5N2O6PS2Zr